Record 1
Computed, not measured: a structure of composition C22H47AlBN3O5, with ωB97M-V with the def2-TZVPD basis set.

For the total energy, the calculation gives -1674.2254 a.u. Its expectation value of S² is 0.754. The total charge is -1. The spin multiplicity is 2. The calculation puts the HOMO energy (alpha / beta) at -4.01 / -4.01 eV. As for the molar mass: 471.428 g/mol. The orbital gap (alpha / beta) is 6.07 / 5.79 eV.

Each line ends with the Löwdin spin population.
Positions of all 79 atoms, in Å:
C 7.1925 -0.9415 0.6245  0.000
C 6.8331 0.4337 1.1359  0.000
O 6.4694 0.5756 2.2522  0.000
N 6.9921 1.4806 0.1788  0.000
C 5.8547 2.4308 0.2358  0.000
C 4.6021 1.8102 -0.3658  0.000
C 3.6928 2.8004 -1.0950  0.000
C 3.9699 2.9866 -2.5999  0.000
Al 3.9142 1.2875 -3.7339  0.000
C 2.3415 0.0703 -3.2869  0.000
C 2.5024 -0.7993 -2.0086  0.000
C 1.1239 -1.0679 -1.3373  0.000
C 0.9147 -0.1299 -0.1426  0.000
N -0.0483 -0.6561 0.8516  0.000
C -0.5377 0.4700 1.6768  0.000
C 0.5151 -1.5977 1.7253  0.000
C 1.7932 -2.3338 1.3914  0.000
O -0.0189 -1.8437 2.7606  0.000
B 5.8011 0.2615 -3.7610  0.000
O 6.8999 0.7118 -3.0031  0.000
O 5.9706 -0.8775 -4.5923  0.000
H 6.3235 -1.3274 0.0983  0.000
H 8.0068 -0.8572 -0.0888  0.000
H 7.4389 -1.5847 1.4565  0.000
H 7.8369 1.9878 0.4295  0.000
H 6.1266 3.3397 -0.2912  0.000
H 5.6796 2.7113 1.2729  0.000
H 4.0217 1.4139 0.4728  0.000
H 4.8745 0.9442 -0.9619  0.000
H 3.8590 3.7709 -0.6072  0.000
H 2.6520 2.5682 -0.8981  0.000
H 4.8720 3.5740 -2.7647  0.000
H 3.1580 3.6177 -2.9753  0.000
H 3.6946 1.7773 -5.2782  0.000
H 1.4190 0.6492 -3.2387  0.000
H 2.2459 -0.6198 -4.1232  0.000
H 3.1769 -0.3653 -1.2757  0.000
H 2.8605 -1.7748 -2.3264  0.000
H 1.0372 -2.1140 -1.0571  0.000
H 0.3382 -0.8673 -2.0537  0.000
H 1.8768 0.1365 0.2979  0.000
H 0.4927 0.7804 -0.5454  0.000
H -0.8390 1.2871 1.0354  0.000
H 0.2425 0.8412 2.3389  0.000
H -1.4078 0.1932 2.2500  0.000
H 2.1275 -2.8212 2.2947  0.000
H 2.5784 -1.6777 1.0350  0.000
H 1.5720 -3.0700 0.6307  0.000
H 7.1020 0.0594 -2.3143  0.000
H 5.7348 -1.6611 -4.0733  0.000
C -6.9897 -1.1573 2.9983  0.002
C -6.3957 0.0843 2.2860  0.027
C -7.4153 0.6415 1.2890  0.015
C -7.5758 -0.2287 0.0431  0.001
C -6.2208 -0.4930 -0.6128  0.015
C -5.1853 -1.0625 0.3594  0.027
N -5.1079 -0.2580 1.6144  0.356
O -4.4601 0.8272 1.3751  0.548
C -5.5270 -2.5314 0.6768  0.002
C -3.8245 -1.1257 -0.3287  -0.001
C -6.1635 1.1031 3.3993  -0.001
H -7.5003 -0.8712 3.9178  0.000
H -7.7298 -1.6835 2.3959  0.000
H -6.2100 -1.8640 3.2822  0.002
H -7.1112 1.6457 0.9766  0.003
H -8.3824 0.7544 1.7857  0.001
H -8.0683 -1.1733 0.2904  0.000
H -8.2329 0.2731 -0.6711  0.001
H -6.3444 -1.1802 -1.4524  0.001
H -5.8476 0.4453 -1.0350  0.003
H -4.8545 -2.9292 1.4381  0.001
H -5.4114 -3.1436 -0.2179  0.000
H -6.5504 -2.6819 1.0136  0.000
H -3.5043 -0.1596 -0.7153  -0.001
H -3.8666 -1.8071 -1.1788  0.000
H -3.0538 -1.4911 0.3526  0.000
H -5.4467 0.7235 4.1299  0.000
H -7.1020 1.3019 3.9173  0.000
H -5.7977 2.0579 3.0247  -0.001



Record 2
Computed, not measured: a structure of composition AsF6Rb, with ωB97M-V with the def2-TZVPD basis set.

For the total energy, the calculation gives -2858.7477 a.u. Its expectation value of S² is 0.758. The total charge is +1. As for the energy above the lowest of the compared OMol25 structures with the same formula, charge and spin: 0.0 kcal per mole. The spin multiplicity is 2. The calculation puts the HOMO energy (alpha / beta) at -17.92 / -17.87 eV. As for the molar mass: 274.378 g/mol. The orbital gap (alpha / beta) is 13.02 / 5.69 eV.

Each line ends with the natural charge from an NBO analysis.
Positions of all 8 atoms, in Å:
Rb -10.7515 36.5965 -1.6489  0.999
As -8.9310 34.9115 -5.3865  2.726
F -7.9946 33.6269 -6.3033  -0.066
F -10.2018 35.1589 -6.6836  -0.543
F -9.7856 36.0913 -4.3322  -0.632
F -7.7370 34.7130 -4.1026  -0.576
F -7.9556 36.1684 -6.0939  -0.495
F -9.8704 33.5548 -4.6573  -0.412



Record 3
Computed, not measured: a cluster of 5 separate species, C5H20N2O4 in total, with ωB97M-V with the def2-TZVPD basis set.

For the total energy, the calculation gives -612.6251 a.u. Its expectation value of S² is 0.784. The total charge is +1. As for the energy above the lowest of the compared OMol25 structures with the same formula, charge and spin: 0.8 kcal per mole. The spin multiplicity is 2. The calculation puts the HOMO energy (alpha / beta) at -14.42 / -14.42 eV. As for the molar mass: 172.225 g/mol. The orbital gap (alpha / beta) is 10.57 / 6.43 eV.

Each line ends with the natural charge from an NBO analysis.
Positions of all 31 atoms, in Å:
C -0.8415 1.0916 -3.7906  -0.614
C -1.2314 0.8683 -2.3438  -0.437
C -1.2471 -0.5867 -1.9167  -0.396
C 0.0552 -1.0577 -1.2321  -0.226
N 0.1907 -0.4385 0.1416  -0.321
C -0.7649 -0.6105 1.0194  0.241
N -0.9033 -0.0373 2.2057  -0.369
H 0.2109 0.8572 -3.9856  0.204
H -1.3888 0.5451 -4.5623  0.221
H -0.9329 2.1259 -4.1100  0.235
H -2.2273 1.2773 -2.1731  0.230
H -0.5599 1.5403 -1.8148  0.207
H -1.4290 -1.2929 -2.7226  0.252
H -1.9887 -0.7618 -1.1388  0.201
H 0.0813 -2.1213 -1.0015  0.250
H 0.9135 -0.6279 -1.7273  0.227
H 0.9347 0.2560 0.2093  0.454
H -1.3728 -1.5055 0.9182  0.236
H -0.2199 0.6897 2.4355  0.353
H 1.9838 2.6459 2.0049  0.490
H 0.5943 2.8782 1.4819  0.484
O 1.4081 2.4530 1.2543  -0.965
H -2.8696 1.9144 1.9088  0.480
H -2.2971 1.4579 0.5557  0.449
O -2.6615 2.2181 1.0188  -0.916
H 3.3921 -2.0198 0.1044  0.466
H 4.0416 -0.9873 1.1024  0.466
O 4.0606 -1.8890 0.7771  -0.929
H 0.8891 -2.9730 2.7645  0.499
H 1.1036 -1.5537 2.3539  0.457
O 0.8860 -2.4138 1.9732  -0.930



Record 4
Computed, not measured: a cluster of 8 separate species, C17H39Cl8N3O6 in total, with ωB97M-V with the def2-TZVPD basis set.

For the total energy, the calculation gives -4967.6842 a.u. Its expectation value of S² is 0.754. The total charge is +1. As for the energy above the lowest of the compared OMol25 structures with the same formula, charge and spin: 0.0 kcal per mole. The spin multiplicity is 2. The calculation puts the HOMO energy (alpha / beta) at -12.52 / -12.52 eV. As for the molar mass: 665.138 g/mol. The orbital gap (alpha / beta) is 10.08 / 2.42 eV.

Each line ends with the Löwdin spin population.
Positions of all 73 atoms, in Å:
C 1.8671 -3.2650 -1.5928  0.000
C 1.2058 -3.0896 -2.9779  0.000
C 0.1363 -2.0598 -3.0315  0.000
C -0.7396 -1.9854 -4.2811  0.000
C -1.6210 -3.2169 -4.5580  0.000
C -2.7194 -3.5338 -3.4513  0.000
H 2.5901 -2.4688 -1.4159  0.000
H 2.4765 -4.1546 -1.4336  0.000
H 1.2675 -3.3177 -0.6840  0.000
H 2.0319 -2.8528 -3.6484  0.000
H 0.7682 -4.0348 -3.2991  0.000
H 0.5140 -1.0484 -2.8820  0.000
H -0.4175 -2.2792 -2.1187  0.000
H -1.3766 -1.1346 -4.0392  0.000
H -0.1211 -1.8561 -5.1692  0.000
H -2.1977 -3.0187 -5.4614  0.000
H -1.0256 -4.1079 -4.7573  0.000
H -2.2771 -3.9453 -2.5441  0.000
H -3.2963 -2.6896 -3.0737  0.000
H -3.5118 -4.2189 -3.7525  0.000
Cl -1.8193 2.4831 -2.2015  0.314
C -2.0333 3.6018 -0.8212  0.057
C -1.3029 4.8880 -1.2040  0.052
Cl -1.3934 5.9971 0.1536  0.120
H -1.5136 3.2464 0.0686  0.002
H -3.0999 3.7710 -0.6730  0.007
H -1.7192 5.4400 -2.0467  0.001
H -0.2201 4.7928 -1.2860  0.002
Cl -4.2378 0.0086 0.2169  0.264
C -3.8828 1.1297 1.5224  0.031
C -5.1697 1.8288 1.8794  0.007
Cl -5.5537 2.9091 0.5268  0.069
H -3.1536 1.8343 1.1226  0.013
H -3.4951 0.7103 2.4508  0.005
H -5.1215 2.3509 2.8350  0.003
H -5.9891 1.1364 2.0722  0.000
Cl 1.7642 2.4430 -2.3134  0.031
C 3.4143 2.7600 -2.8540  0.004
C 4.2177 3.2717 -1.5988  0.001
Cl 4.4575 1.8947 -0.4722  0.001
H 3.3319 3.5524 -3.5979  0.001
H 3.7445 1.8158 -3.2873  0.001
H 3.6869 4.0841 -1.1024  0.000
H 5.2224 3.5564 -1.9112  0.000
Cl 1.0758 -1.1915 4.9120  0.000
C 2.8104 -1.5461 4.6967  0.000
C 3.5468 -0.8235 5.8586  0.000
Cl 3.4473 0.9496 5.7470  0.000
H 3.0789 -1.1690 3.7099  0.000
H 2.7988 -2.6358 4.7203  0.000
H 4.5881 -1.0965 5.6878  0.000
H 3.2555 -1.0886 6.8750  0.000
C -1.8040 -3.3860 2.6951  0.000
N -2.2573 -3.2683 1.3208  0.000
O -2.0198 -2.2215 0.7106  0.002
O -2.9187 -4.2182 0.8521  0.002
H -2.5928 -2.8200 3.1905  0.000
H -0.8161 -2.9619 2.8753  0.000
H -1.8804 -4.4275 3.0074  0.000
C 2.7895 2.3942 2.6462  0.000
N 2.3470 3.4332 1.7257  0.000
O 3.0993 4.3173 1.4564  0.000
O 1.2991 3.2376 1.0955  0.000
H 2.4809 2.8080 3.6062  0.000
H 3.8615 2.2760 2.4881  0.000
H 2.2625 1.4440 2.5592  0.000
C -0.2504 0.0102 -0.0439  0.000
N -0.4547 0.1782 1.4159  0.000
O -1.0470 1.1533 1.7917  0.007
O 0.2702 -0.5101 2.1360  0.002
H 0.2492 -0.9546 -0.1310  0.000
H 0.3505 0.8197 -0.4583  0.000
H -1.2586 0.0694 -0.4540  -0.001



Record 5
Computed, not measured: an isolated molecule of C23H29N3O5, with ωB97M-V with the def2-TZVPD basis set.

For the total energy, the calculation gives -1434.3126 a.u. The total charge is 0. As for the energy above the lowest of the compared OMol25 structures with the same formula, charge and spin: 30.2 kcal per mole. The calculation puts the HOMO energy at -7.13 eV. As for the molar mass: 427.501 g/mol. The orbital gap is 7.68 eV.

Each line ends with the natural charge from an NBO analysis.
Positions of all 60 atoms, in Å:
C -3.2589 -0.9449 -2.9629  -0.618
C -1.9304 -0.4814 -2.3866  -0.063
O -1.3842 -1.5548 -1.6500  -0.525
C -0.1650 -1.3958 -1.0595  0.373
C 0.6179 -0.2553 -1.1727  -0.377
C 1.8839 -0.1500 -0.5963  0.227
C 2.3944 -1.2849 0.0783  0.238
C 1.5874 -2.3940 0.2502  -0.282
C 0.3000 -2.4561 -0.2757  0.050
N -0.5131 -3.5697 0.0220  -0.612
C -1.7673 -3.5579 0.5472  0.673
O -2.3899 -4.5895 0.7116  -0.610
C -2.3058 -2.2090 0.8823  -0.144
C -3.6089 -1.8997 0.5106  -0.150
C -4.0898 -0.6129 0.6522  -0.279
C -3.2644 0.3825 1.1671  0.222
C -2.0047 0.0487 1.6527  -0.247
C -1.5337 -1.2412 1.5169  -0.165
H -0.5569 -1.4883 1.9021  0.224
H -1.3895 0.8070 2.1074  0.236
N -3.7116 1.7137 1.1887  -0.638
C -2.9262 2.8028 0.9369  0.686
O -1.7382 2.7356 0.7185  -0.610
C -3.7033 4.1017 0.9509  -0.714
H -4.2269 4.2166 1.8974  0.229
H -4.4325 4.1111 0.1429  0.227
H -3.0143 4.9303 0.8164  0.245
H -4.7130 1.8463 1.1868  0.397
H -5.0939 -0.3669 0.3345  0.209
H -4.2241 -2.6746 0.0788  0.232
H -0.1285 -4.4909 -0.1456  0.409
H 1.9380 -3.2464 0.8106  0.222
O 3.6850 -1.2141 0.5381  -0.515
C 4.2817 -2.3699 1.0866  -0.058
C 5.7403 -2.0406 1.3666  -0.617
H 6.2353 -1.7465 0.4454  0.216
H 5.8071 -1.2173 2.0725  0.212
H 6.2427 -2.9091 1.7826  0.213
H 4.2108 -3.2057 0.3768  0.173
H 3.7753 -2.6569 2.0197  0.168
N 2.6712 0.9816 -0.7477  -0.446
C 3.3117 1.5786 0.4105  -0.244
C 2.4072 2.6607 1.0169  -0.087
H 2.9078 3.1627 1.8470  0.191
O 2.1119 3.6634 0.0704  -0.527
C 1.4395 3.1060 -1.0393  -0.095
C 2.3098 2.0201 -1.6911  -0.245
H 1.8225 1.5891 -2.5647  0.208
H 3.2468 2.4881 -2.0172  0.202
H 1.2635 3.9296 -1.7340  0.190
H 0.4756 2.6916 -0.7109  0.186
H 1.4722 2.2019 1.3741  0.168
H 3.5354 0.8170 1.1512  0.231
H 4.2480 2.0398 0.0779  0.194
H 0.2214 0.5892 -1.7069  0.225
H -1.2502 -0.1963 -3.2020  0.170
H -2.0785 0.3875 -1.7298  0.178
H -3.1024 -1.8131 -3.5971  0.215
H -3.9334 -1.2219 -2.1586  0.215
H -3.7047 -0.1476 -3.5511  0.211



Record 6
Computed, not measured: a cluster of 7 separate species, C31H45F18NO16 in total, with ωB97M-V with the def2-TZVPD basis set.

For the total energy, the calculation gives -4264.4382 a.u. The total charge is 0. The calculation puts the HOMO energy at -9.41 eV. As for the molar mass: 1029.656 g/mol. The orbital gap is 9.69 eV.

Each line ends with the Löwdin charge.
Positions of all 111 atoms, in Å:
C 2.2184 0.8072 2.2322  -0.082
C 1.6028 0.9698 0.8268  -0.220
C 1.2878 2.4067 0.4172  -0.185
O 0.5644 3.0326 1.4801  -0.067
O -0.6707 3.4825 0.9099  0.071
C -1.6678 3.2734 1.8065  -0.553
O -1.5472 2.8355 2.9068  0.151
O -2.8006 3.6358 1.2023  0.040
C -3.8627 2.6559 1.3688  -0.132
C -4.7977 2.6828 0.1584  -0.158
C -5.2611 1.2715 -0.2503  -0.266
N -6.2015 0.7604 0.7671  0.007
H 1.6506 0.0833 2.8225  0.074
H 2.2426 1.7403 2.8020  0.072
H 3.2504 0.4397 2.1628  0.066
H 0.6440 0.4347 0.7931  0.087
H 2.2342 0.4935 0.0637  0.106
H 2.1812 3.0009 0.1755  0.127
H 0.6605 2.3939 -0.4825  0.126
H -3.4133 1.6643 1.5057  0.129
H -4.4086 2.9114 2.2836  0.113
H -5.6989 3.2429 0.4422  0.114
H -4.3426 3.2056 -0.6907  0.116
H -4.3894 0.6076 -0.3079  0.096
H -5.7319 1.3422 -1.2396  0.107
H -5.8986 -0.1408 1.1192  0.057
H -7.1235 0.6102 0.3754  0.064
C -3.6886 -5.2714 -0.7255  -0.058
C -2.3178 -5.0376 -0.1320  -0.187
O -1.6897 -3.8665 -0.7032  0.035
C -2.0785 -2.7021 -0.2135  -0.403
O -2.8818 -2.4996 0.6482  0.172
C -1.2974 -1.5658 -0.9036  -0.534
F -1.2779 -1.7194 -2.2354  0.161
F -0.0255 -1.5488 -0.4716  0.153
F -1.8509 -0.3874 -0.6263  0.165
H -3.6265 -5.3454 -1.8115  0.084
H -4.1044 -6.1996 -0.3355  0.084
H -4.3694 -4.4584 -0.4765  0.078
H -1.6412 -5.8547 -0.3708  0.126
H -2.3567 -4.9280 0.9511  0.127
C -2.7370 3.5307 6.8048  -0.066
C -2.4031 2.8524 5.4948  -0.201
O -3.2271 1.6798 5.2954  0.044
C -4.4537 1.8947 4.8563  -0.413
O -4.9715 2.9444 4.6079  0.157
C -5.1483 0.5388 4.6058  -0.548
F -4.9922 -0.3010 5.6377  0.163
F -4.5928 -0.0180 3.5223  0.157
F -6.4486 0.7019 4.3895  0.171
H -2.6447 2.8263 7.6301  0.077
H -2.0547 4.3626 6.9749  0.086
H -3.7555 3.9158 6.7940  0.077
H -1.3841 2.4737 5.4910  0.127
H -2.5197 3.5193 4.6419  0.104
C 1.5778 -1.7202 -3.6077  -0.049
C 2.7040 -1.0045 -4.3200  -0.180
O 3.3516 -1.8659 -5.2852  0.016
C 2.7387 -2.0136 -6.4491  -0.401
O 1.7207 -1.5029 -6.8093  0.178
C 3.5712 -2.9540 -7.3464  -0.542
F 3.9690 -4.0415 -6.6725  0.161
F 4.6642 -2.3091 -7.7811  0.157
F 2.8655 -3.3424 -8.4009  0.180
H 1.9456 -2.6377 -3.1442  0.081
H 1.1718 -1.0766 -2.8337  0.067
H 0.7780 -1.9828 -4.2985  0.084
H 3.4962 -0.7286 -3.6258  0.125
H 2.3591 -0.1006 -4.8205  0.128
C 6.0080 -4.8367 -3.2175  -0.048
C 4.6789 -4.1672 -2.9525  -0.196
O 4.4221 -4.0448 -1.5340  0.031
C 5.0221 -3.0387 -0.9182  -0.403
O 5.7316 -2.2067 -1.4030  0.170
C 4.6369 -3.0479 0.5769  -0.549
F 4.7295 -4.2754 1.0954  0.171
F 3.3689 -2.6279 0.7135  0.158
F 5.4242 -2.2330 1.2688  0.176
H 6.0517 -5.8072 -2.7223  0.086
H 6.1368 -4.9846 -4.2892  0.082
H 6.8346 -4.2288 -2.8519  0.081
H 3.8548 -4.7687 -3.3303  0.128
H 4.6235 -3.1839 -3.4131  0.105
C -7.3990 1.8820 11.5445  -0.059
C -6.4151 1.7922 10.3998  -0.191
O -5.7185 3.0426 10.2052  0.031
C -4.7080 3.2817 11.0263  -0.403
O -4.2994 2.5800 11.9036  0.171
C -4.0526 4.6279 10.6504  -0.544
F -4.9690 5.5839 10.4701  0.170
F -3.3728 4.4776 9.5034  0.155
F -3.2075 5.0204 11.5964  0.178
H -8.0971 2.7037 11.3827  0.084
H -7.9638 0.9532 11.6182  0.083
H -6.8871 2.0496 12.4912  0.078
H -6.9256 1.6132 9.4563  0.125
H -5.6859 0.9973 10.5529  0.126
C 6.0235 -0.3765 -9.7588  -0.065
C 6.1343 0.9982 -10.3791  -0.188
O 7.5043 1.4538 -10.4196  0.033
C 8.2474 0.9740 -11.4048  -0.403
O 7.9111 0.2184 -12.2679  0.171
C 9.6674 1.5756 -11.3203  -0.550
F 10.1434 1.5235 -10.0720  0.167
F 9.6364 2.8595 -11.7039  0.166
F 10.4995 0.9166 -12.1189  0.174
H 6.4723 -0.3833 -8.7655  0.084
H 4.9765 -0.6564 -9.6762  0.073
H 6.5331 -1.1218 -10.3687  0.083
H 5.6155 1.7418 -9.7781  0.126
H 5.7187 1.0225 -11.3860  0.126